{
  "formula": "C16H22IrNO7SSe2",
  "method": "ωB97M-V with the def2-TZVPD basis set",
  "mol_weight_da": 722.556,
  "total_charge": -1,
  "energy_ev": -177138.9589,
  "spin_multiplicity": 2,
  "gap_ev": [6.46, 6.26],
  "elements": ["Ir", "O", "C", "C", "C", "O", "C", "Se", "C", "Se", "H", "H", "H", "H", "H", "H", "H", "H", "H", "H", "C", "C", "C", "C", "C", "C", "C", "S", "O", "O", "N", "C", "C", "O", "O", "H", "H", "H", "H", "H", "H", "H", "H", "H", "C", "C", "O", "H", "H", "H"],
  "coordinates": [[-0.4386, 0.2830, -0.0400], [2.1699, 3.3649, 0.1772], [1.4911, 4.3737, -0.5319], [-0.0506, 4.3148, -0.4764], [-0.5135, 5.7665, -0.6983], [-1.9202, 5.9271, -0.8106], [-0.5165, 3.9012, 0.9152], [-0.9215, 2.0497, 1.3960], [-0.6371, 3.4480, -1.5848], [0.2697, 1.7465, -1.8913], [1.9818, 2.5221, -0.2732], [1.8101, 4.4004, -1.5834], [1.8042, 5.3152, -0.0666], [-0.0104, 6.1665, -1.5898], [-0.2147, 6.3785, 0.1556], [-2.2304, 5.3338, -1.5024], [-1.4770, 4.3801, 1.1208], [0.2008, 4.2477, 1.6597], [-0.5171, 3.9711, -2.5396], [-1.7010, 3.2618, -1.4229], [0.5489, -4.7777, -4.6585], [0.9522, -3.8344, -3.5558], [2.0529, -4.1715, -2.7245], [2.5251, -3.2691, -1.7510], [1.9076, -2.0775, -1.5569], [0.6606, -1.6885, -2.2843], [0.3043, -2.6551, -3.3676], [2.5520, -0.8887, -0.4169], [3.5934, -1.5378, 0.3397], [2.8834, 0.2421, -1.2391], [1.3527, -0.4879, 0.5740], [1.2387, -1.2286, 1.8356], [-0.2049, -1.4479, 2.2798], [-0.4329, -2.1601, 3.2408], [-1.1169, -0.8814, 1.5541], [0.6497, -5.8166, -4.3412], [1.1839, -4.6401, -5.5365], [-0.4840, -4.6105, -4.9627], [2.5554, -5.1202, -2.8651], [3.3991, -3.5078, -1.1583], [0.7573, -0.6800, -2.7011], [-0.5452, -2.3906, -3.9881], [1.7424, -0.6789, 2.6351], [1.7175, -2.2072, 1.7758], [-0.7826, -2.8792, -0.4933], [-0.5369, -1.6281, -1.2997], [-1.4856, -0.8297, -1.5247], [-1.0241, -3.6845, -1.1926], [-1.6081, -2.7260, 0.1939], [0.1056, -3.1793, 0.0622]]
}

=====

{
  "formula": "C16H22N2O3SY",
  "method": "ωB97M-V with the def2-TZVPD basis set",
  "mol_weight_da": 411.336,
  "total_charge": 3,
  "energy_ev": -37922.6163,
  "gap_ev": 4.79,
  "elements": ["Y", "C", "O", "C", "C", "O", "C", "C", "O", "C", "H", "H", "H", "H", "H", "H", "H", "H", "H", "H", "H", "H", "H", "H", "S", "C", "C", "C", "N", "C", "C", "C", "C", "C", "N", "C", "C", "H", "H", "H", "H", "H", "H", "H", "H"],
  "coordinates": [[0.5846, 0.4579, -1.5556], [2.3446, -1.9879, -2.9947], [1.1108, -1.6107, -2.2775], [-0.1227, -2.1129, -2.8906], [-0.6018, -1.1858, -3.9926], [-0.6229, 0.1755, -3.4380], [-0.5036, 1.2772, -4.4052], [0.0579, 2.4754, -3.6615], [1.2688, 2.1144, -2.9118], [2.5155, 2.1412, -3.7023], [2.3491, -3.0689, -3.1115], [2.3762, -1.4941, -3.9649], [3.1791, -1.6875, -2.3655], [0.0552, -3.1158, -3.2792], [-0.8551, -2.1972, -2.0820], [0.0603, -1.1886, -4.8588], [-1.6078, -1.4710, -4.3012], [0.1458, 0.9472, -5.2164], [-1.4890, 1.5222, -4.8025], [0.2993, 3.2826, -4.3532], [-0.6517, 2.8699, -2.9275], [2.6003, 3.1222, -4.1639], [3.3346, 1.9971, -3.0018], [2.4927, 1.3574, -4.4577], [-0.8715, 1.5304, 5.0130], [-0.5312, 1.2138, 3.3356], [-1.3752, 0.4326, 2.5218], [-1.0690, 0.2648, 1.2026], [0.0329, 0.8193, 0.6211], [0.8457, 1.5774, 1.4065], [0.6018, 1.7931, 2.7342], [-1.2380, -0.1392, 5.5493], [-2.5444, -0.5903, 5.6491], [-2.7407, -1.8949, 6.0900], [-1.7449, -2.7124, 6.4163], [-0.5016, -2.2480, 6.3453], [-0.1867, -0.9631, 5.9167], [-2.2655, -0.0227, 2.9336], [-1.7212, -0.3229, 0.5620], [1.7189, 2.0257, 0.9366], [1.2765, 2.4049, 3.3178], [-3.3870, 0.0513, 5.4272], [-3.7439, -2.2915, 6.1913], [0.2859, -2.9279, 6.6481], [0.8389, -0.6204, 5.8974]]
}

=====

{
  "formula": "C16H22N3Zr",
  "method": "ωB97M-V with the def2-TZVPD basis set",
  "mol_weight_da": 347.597,
  "total_charge": 3,
  "energy_ev": -22671.2863,
  "gap_ev": 6.94,
  "elements": ["Zr", "C", "C", "N", "C", "C", "N", "C", "C", "N", "H", "H", "H", "H", "H", "H", "H", "H", "H", "H", "H", "H", "H", "H", "H", "C", "C", "C", "C", "C", "C", "C", "C", "C", "C", "H", "H", "H", "H", "H", "H", "H"],
  "coordinates": [[0.4111, -0.3844, -0.6154], [2.0345, 2.0739, -1.5097], [3.2361, 1.1931, -1.1616], [2.7734, -0.0852, -0.5146], [3.2350, -0.2181, 0.9159], [2.1419, -0.7603, 1.8283], [0.8113, -0.1230, 1.5516], [0.6603, 1.3310, 1.9106], [1.2487, 2.2760, 0.8628], [0.9308, 1.8363, -0.5353], [2.3148, 3.1279, -1.5518], [1.6496, 1.8245, -2.5056], [3.7978, 0.9754, -2.0685], [3.9238, 1.7094, -0.4952], [3.2282, -0.8425, -1.0253], [4.0980, -0.8808, 0.9782], [3.5709, 0.7519, 1.2714], [2.0193, -1.8391, 1.6880], [2.4206, -0.6168, 2.8741], [0.1337, -0.6197, 2.1335], [-0.4090, 1.5065, 2.0193], [1.1259, 1.5247, 2.8792], [0.8577, 3.2782, 1.0400], [2.3270, 2.3567, 0.9683], [0.1379, 2.3869, -0.8553], [-3.1560, -3.6820, -0.5995], [-1.7698, -3.5462, -0.5722], [-1.1583, -2.3045, -0.5611], [-1.9438, -1.0754, -0.5788], [-1.4761, 0.3185, -0.5716], [-2.3740, 1.3776, -0.5768], [-3.7459, 1.1643, -0.6018], [-4.2160, -0.1305, -0.6163], [-3.3625, -1.2572, -0.6019], [-3.9310, -2.5527, -0.6137], [-3.6000, -4.6677, -0.6118], [-1.1509, -4.4351, -0.5633], [-0.0551, -2.4499, -0.5512], [-2.0144, 2.4017, -0.5706], [-4.4296, 2.0022, -0.6156], [-5.2841, -0.3133, -0.6410], [-5.0115, -2.6322, -0.6356]]
}

=====

{
  "formula": "C16H22N4O2S",
  "method": "ωB97M-V with the def2-TZVPD basis set",
  "mol_weight_da": 334.445,
  "total_charge": 0,
  "energy_ev": -37840.0232,
  "gap_ev": 9.57,
  "elements": ["C", "C", "C", "C", "C", "N", "C", "O", "N", "C", "C", "C", "C", "N", "C", "O", "C", "C", "C", "C", "C", "N", "S", "H", "H", "H", "H", "H", "H", "H", "H", "H", "H", "H", "H", "H", "H", "H", "H", "H", "H", "H", "H", "H", "H"],
  "coordinates": [[-2.2230, 0.4428, -3.1624], [-2.0453, 1.1825, -1.8439], [-2.5257, 0.3935, -0.6017], [-4.0415, 0.1729, -0.6227], [-1.8623, -0.9203, -0.5395], [-1.3572, -1.9489, -0.4590], [-2.1513, 1.2194, 0.6524], [-2.9882, 1.8826, 1.2317], [-0.8497, 1.1616, 1.0157], [-0.3257, 1.9067, 2.1473], [0.2805, 0.9643, 3.1478], [1.5345, 0.9494, 3.5883], [2.6387, 1.8699, 3.1448], [3.4949, 1.2673, 2.0952], [2.7801, 0.8312, 0.9736], [2.2694, 1.6178, 0.2095], [2.8152, -0.6555, 0.7009], [2.1219, -1.0999, -0.5489], [1.8484, -2.3912, -0.8909], [1.1754, -2.4686, -2.1395], [0.6604, -3.7304, -2.7549], [0.9637, -1.3150, -2.7256], [1.5393, -0.0880, -1.8025], [-1.8408, 1.0527, -3.9812], [-1.6612, -0.4926, -3.1646], [-3.2708, 0.2282, -3.3728], [-0.9933, 1.4409, -1.7107], [-2.6057, 2.1206, -1.8456], [-4.3716, -0.3253, 0.2869], [-4.5399, 1.1380, -0.6806], [-4.3232, -0.4376, -1.4784], [-0.2001, 0.6416, 0.4423], [0.3846, 2.6560, 1.8006], [-1.1771, 2.4215, 2.5928], [-0.4041, 0.2076, 3.5204], [1.8154, 0.1788, 4.3015], [2.2490, 2.8057, 2.7504], [3.2890, 2.1260, 3.9802], [4.0097, 0.4911, 2.4985], [3.8702, -0.9526, 0.6796], [2.3758, -1.1568, 1.5687], [2.0872, -3.2487, -0.2778], [1.1180, -4.6072, -2.2990], [-0.4181, -3.7879, -2.6005], [0.8548, -3.7442, -3.8261]]
}

=====

{
  "formula": "C16H23AgBFO4",
  "method": "ωB97M-V with the def2-TZVPD basis set",
  "mol_weight_da": 417.034,
  "total_charge": 0,
  "energy_ev": -32538.2736,
  "gap_ev": 2.09,
  "elements": ["C", "C", "C", "C", "C", "C", "C", "C", "C", "O", "C", "C", "O", "B", "F", "O", "C", "C", "C", "C", "O", "C", "H", "H", "H", "H", "H", "H", "H", "H", "H", "H", "H", "H", "H", "H", "H", "H", "H", "H", "H", "H", "H", "H", "H", "Ag"],
  "coordinates": [[2.5403, -2.9594, -2.5432], [2.3445, -1.5316, -1.9533], [2.5801, -0.3145, -2.7064], [2.3417, 0.9892, -2.1172], [1.8830, 1.0800, -0.7330], [1.5951, 2.4638, -0.0592], [2.6099, 3.6030, -0.4880], [0.1438, 2.9217, -0.5557], [1.6737, -0.1309, 0.0760], [1.2808, -0.0423, 1.3817], [0.0030, -0.6931, 1.6303], [-1.0980, 0.4164, 1.7774], [-1.5959, 0.6726, 3.0814], [-2.7132, 1.6142, 2.7550], [-3.6072, 1.7733, 3.8749], [-3.3093, 1.0207, 1.5279], [-2.4883, -0.0645, 1.0991], [-3.0049, -1.3572, 1.8232], [-3.8770, -2.2585, 0.7327], [-3.0020, -2.7288, -0.6129], [-4.1447, -1.6075, -0.5218], [1.9027, -1.4230, -0.5803], [3.5576, -3.0157, -3.0302], [1.7225, -3.2326, -3.2638], [2.4288, -3.7147, -1.6761], [2.9480, -0.3427, -3.7557], [2.5186, 1.9251, -2.6959], [1.6444, 2.3923, 1.0582], [3.1681, 3.3975, -1.4341], [3.3650, 3.8632, 0.2955], [1.9990, 4.5322, -0.6560], [-0.4958, 3.3174, 0.2683], [0.2032, 3.6114, -1.4389], [-0.3793, 1.9992, -0.9370], [0.0830, -1.3429, 2.5430], [-0.3256, -1.3705, 0.7958], [-0.7105, 1.3596, 1.3127], [-2.1225, 2.6386, 2.4552], [-2.2855, -0.0800, 0.0001], [-3.7627, -1.0969, 2.5962], [-2.2059, -2.0555, 2.1727], [-4.6317, -3.0120, 1.1567], [-2.6392, -2.1183, -1.4727], [-2.0588, -2.4644, 0.0083], [1.7154, -2.3355, 0.0455], [4.2056, -4.2980, -1.2364]]
}